Here is 8 unconnected molecules or ions with the total composition C22H59NO23S7 at a distorted geometry from OMol25. Energies are from wB97M-V/def2-TZVPD.

Atoms and positions in Å:
C: 0.10797 0.79976 -0.88106
N: 0.68051 0.69305 0.54464
O: 1.16607 -0.35041 0.87740
O: 0.58104 1.72503 1.19984
H: -0.96551 0.95861 -0.80376
H: 0.43301 -0.03504 -1.49494
H: 0.51814 1.77756 -1.12684
O: -0.66815 0.98753 5.13813
S: 0.58753 1.61641 5.53023
O: 0.75577 3.04811 5.51389
O: 0.93094 0.98274 7.04064
C: 1.87463 1.70493 7.87794
C: 1.28660 1.27225 9.26653
C: 2.02079 1.00321 4.51078
H: 1.94601 2.75515 7.60060
H: 2.89469 1.31712 7.89878
H: 1.28208 0.18234 9.29026
H: 0.22638 1.47654 9.42523
H: 1.75141 1.68234 10.16352
H: 2.42922 0.06524 4.88123
H: 2.82004 1.73604 4.60814
H: 1.58930 1.01134 3.51020
O: 0.07000 -1.52436 -3.38335
S: 0.92652 -2.61679 -3.87273
O: 0.32545 -3.95250 -4.05708
O: 1.77402 -2.08522 -5.18977
C: 1.64795 -2.71830 -6.46889
C: 0.38729 -2.38163 -7.10003
C: 2.36779 -2.77706 -2.86339
H: 1.79290 -3.80247 -6.41988
H: 2.55313 -2.51812 -7.04561
H: 0.34713 -2.67117 -8.15017
H: 0.26407 -1.29815 -7.03886
H: -0.46698 -2.81029 -6.57496
H: 3.22973 -2.97576 -3.49080
H: 2.05959 -3.58460 -2.19632
H: 2.39710 -1.91659 -2.19806
O: 3.34207 -4.13515 0.77593
S: 2.02713 -4.73357 0.90594
O: 1.37499 -5.43973 -0.17470
O: 2.05448 -5.62021 2.25614
C: 2.95079 -5.27265 3.31142
C: 2.78308 -6.39523 4.41905
C: 0.99325 -3.46203 1.55216
H: 2.70685 -4.30624 3.75371
H: 3.94416 -5.26247 2.86654
H: 2.06678 -7.16356 4.13600
H: 2.55816 -5.95790 5.39101
H: 3.74500 -6.89119 4.55468
H: -0.01566 -3.86738 1.52321
H: 1.15854 -2.72866 0.76207
H: 1.30252 -3.10932 2.53034
O: 3.35398 0.45926 -0.51159
S: 3.66298 0.89449 -1.86191
O: 4.03398 -0.17890 -2.74039
O: 2.48893 1.78057 -2.53604
C: 1.71864 1.29419 -3.66458
C: 2.03639 2.14914 -4.84491
C: 5.10931 2.01352 -1.84759
H: 0.65640 1.39036 -3.44809
H: 2.03654 0.27277 -3.86573
H: 1.99280 3.23148 -4.69548
H: 1.61946 1.79375 -5.78518
H: 3.12000 2.23442 -4.98843
H: 4.70572 3.01398 -1.99135
H: 5.62111 1.66533 -2.74178
H: 5.59233 1.81117 -0.89552
O: -2.09874 -1.63148 0.62251
S: -2.42380 -1.38895 2.00606
O: -3.71316 -1.79804 2.58737
O: -1.19845 -2.10838 2.92362
C: -1.38916 -2.11343 4.35255
C: 0.01576 -2.34974 4.91239
C: -2.15462 0.38626 2.45327
H: -2.14711 -2.86125 4.58661
H: -1.80007 -1.16776 4.70901
H: 0.14915 -3.40917 4.67899
H: -0.01290 -2.38880 6.00131
H: 0.72561 -1.68487 4.42795
H: -2.84523 0.92577 1.80681
H: -1.12343 0.70363 2.31624
H: -2.43319 0.44745 3.50294
O: -0.45387 1.42491 -7.16962
S: -1.24541 2.63932 -6.97980
O: -2.50442 2.84739 -7.70425
O: -1.51945 2.72399 -5.33634
C: -2.03104 1.53273 -4.73922
C: -2.93249 1.81324 -3.50306
C: -0.18290 4.12413 -7.08239
H: -1.21690 0.87937 -4.42455
H: -2.68413 1.00545 -5.43479
H: -3.91498 2.00644 -3.94104
H: -2.60409 2.72761 -3.01093
H: -3.19553 1.02387 -2.80091
H: 0.75878 3.88449 -7.57183
H: 0.06430 4.39463 -6.05636
H: -0.72320 4.96122 -7.51868
O: -2.56998 2.48633 -0.35312
S: -3.63216 3.38627 0.05987
O: -4.04123 4.49580 -0.78478
O: -5.01994 2.47054 0.41381
C: -6.23712 3.09572 0.86369
C: -7.28872 1.95279 1.07680
C: -3.41455 3.90683 1.81760
H: -6.72472 3.67428 0.07996
H: -6.07702 3.69372 1.75979
H: -8.06662 1.96952 0.31337
H: -7.88258 1.91715 1.99030
H: -6.74459 1.01156 0.99511
H: -3.94017 3.18006 2.43126
H: -3.82695 4.90123 1.98867
H: -2.36382 4.05113 2.06737

Force components x, y, z for each atom (eV/Å):
0.54 0.95 1.27
-1.13 0.31 -1.91
0.04 -0.06 0.89
0.38 -0.67 0.43
0.01 -0.51 0.14
-0.13 0.05 0.17
0.03 -0.25 -0.66
1.78 0.83 0.67
1.13 -1.23 0.10
-0.62 -0.65 0.45
0.07 1.10 -2.44
-1.02 -0.81 2.00
-0.28 0.54 0.05
-1.02 0.51 0.86
-0.54 0.05 0.31
-0.06 -0.41 -0.82
0.56 -0.02 0.07
-0.04 0.54 -0.62
0.55 -0.09 -0.26
-0.57 -0.24 -0.23
-0.29 0.25 -0.05
0.37 -0.34 -0.15
1.34 -1.51 -1.03
-0.83 -0.57 -0.10
1.12 2.62 -0.37
-0.83 -0.29 0.70
1.54 -1.83 0.18
-1.54 1.15 -0.78
-1.32 -0.24 1.14
-0.48 -0.19 0.79
-0.12 1.12 0.11
0.02 -0.09 0.03
-0.14 0.07 -0.25
0.08 -0.19 -0.02
0.00 0.07 0.36
0.51 -0.41 -0.15
0.56 0.23 -0.46
-0.59 -0.86 -0.58
0.47 0.96 1.45
0.92 0.41 1.38
-0.60 -0.91 -1.11
-0.01 -1.37 0.81
1.03 0.82 -0.66
-0.17 -0.41 -1.72
-0.04 0.15 -0.27
0.09 0.15 0.39
-0.16 0.28 -0.04
-0.35 0.00 -0.11
-0.01 -0.10 -0.09
-0.04 0.34 0.16
-0.57 0.56 0.41
0.13 -0.11 -0.19
-0.29 1.41 -1.17
0.68 -1.00 0.69
-0.35 0.16 -0.68
0.82 -0.09 1.21
0.35 -0.01 -0.57
2.00 1.13 -0.60
-1.91 -0.48 -0.40
0.15 -0.35 0.48
-0.44 -0.06 0.06
-1.55 0.04 0.21
-0.34 0.16 0.18
0.32 -1.19 -0.16
0.40 0.13 0.32
0.39 0.22 0.26
0.19 0.25 -0.19
-0.14 0.08 1.25
0.01 -0.07 1.83
2.15 0.62 -1.12
-1.65 1.03 -1.55
-0.07 0.71 0.15
-1.69 -1.55 0.01
-0.49 -1.38 -0.24
0.35 -0.29 0.20
0.14 0.15 -0.20
0.91 0.08 -0.37
0.24 0.78 0.03
0.11 -0.07 0.35
0.05 0.04 0.05
-0.11 -0.23 -0.12
-0.05 0.18 -0.13
-0.99 1.56 -0.23
-0.62 -0.46 0.81
2.26 -0.42 1.20
0.05 0.63 -1.39
-0.82 -1.60 1.28
-0.65 1.23 -1.47
-0.30 -0.34 0.66
0.20 0.02 -0.43
0.40 -0.13 -0.29
-0.09 0.56 0.14
-0.01 -0.20 0.30
1.06 -0.35 -0.08
-0.31 -0.15 -0.33
-0.13 -0.16 0.04
-0.04 -0.30 -0.27
-1.72 0.90 0.72
-1.88 0.23 0.97
0.72 -1.27 0.97
1.77 0.29 -0.94
-1.54 -0.62 -0.20
0.46 -0.27 -0.12
0.49 0.66 -0.68
0.83 0.60 -0.06
0.11 0.00 -0.04
0.34 0.04 -0.34
0.59 0.44 0.40
-0.18 -0.11 0.04
0.38 -0.08 -0.01
-0.44 -0.12 -0.43
0.10 -0.64 -0.16

Kohn-Sham gap: 0.39888 Ha
Lowest unoccupied orbital energy: 0.0077 Eh
Relative energy (zero: lowest compared OMol25 entry of this formula, charge and spin): 2.026 eV
HOMO energy: -10.64 eV

Mulliken atomic charge list, values in e, 8 entries: -0.610, 1.151, -0.330, -0.685, 0.268, -0.198, 0.489, -0.487